ORCA calculation (wB97M-V/def2-TZVPD) on C34H35AsBF6MnN8OP as an isolated structure.

Results
Energy above the lowest of the compared OMol25 structures with the same formula, charge and spin (kJ/mol): 0.0
HOMO-LUMO gap (alpha / beta) (hartree): 0.29533 / 0.15202
Highest occupied orbital energy (alpha / beta) (eV): -16.38 / -16.37
Molecular weight (g/mol): 857.34

```
! RIJCOSX wB97M-V def2-TZVPD def2/J DEFGRID3
* xyz 3 5
Mn 0.86968 0.02350 1.09848
C 3.12216 0.12571 4.20225
C 1.64178 0.02904 4.20852
C 0.89361 -0.01158 5.38594
C -0.41283 -0.10254 4.99556
N -0.46503 -0.10998 3.65380
N 0.80922 -0.05046 3.14455
B -1.70148 -0.07926 2.75406
N -1.64022 -1.29298 1.83335
C -2.41141 -2.36635 1.60502
C -1.74960 -3.20780 0.74359
C -0.53608 -2.58400 0.46121
C 0.50505 -3.11185 -0.45895
N -0.47711 -1.41982 1.13007
N -1.64979 1.19511 1.90131
C -2.46879 2.24178 1.70097
C -1.77966 3.21825 1.02104
C -0.49970 2.69831 0.80748
C 0.64396 3.36546 0.13481
N -0.44859 1.46653 1.33352
N -2.95675 -0.01785 3.68455
C -3.31497 1.08014 4.51793
C -4.36332 0.69860 5.27873
C -4.62883 -0.63900 4.90045
C -5.62338 -1.58652 5.38783
N -3.70708 -1.03093 3.91350
H 3.45193 0.30920 5.22179
H 3.57345 -0.80388 3.86922
H 3.47977 0.93872 3.57789
H 1.28341 0.01588 6.38826
H -1.30259 -0.16811 5.59892
H -3.36543 -2.47833 2.08516
H -2.08649 -4.16024 0.37231
H 0.75238 -4.13546 -0.17773
H 0.08037 -3.14582 -1.46308
H 1.41585 -2.52498 -0.46259
H -3.48887 2.23587 2.05000
H -2.14128 4.18760 0.72436
H 0.62995 4.42832 0.37053
H 1.60166 2.95523 0.44677
H 0.55518 3.26749 -0.94563
H -2.75592 2.00174 4.48302
H -4.89135 1.28215 6.01440
H -6.49822 -1.08031 5.79176
H -5.89509 -2.30946 4.61970
H -5.17587 -2.16039 6.21521
O 0.60263 0.18739 -0.74880
As 0.77553 0.18020 -2.43715
C 0.95906 1.92948 -3.17144
C 2.08983 2.72684 -2.96815
C 2.15695 3.97235 -3.56825
C 1.10728 4.42652 -4.35998
C -0.01823 3.63953 -4.54941
C -0.09820 2.38645 -3.95786
C -0.80566 -0.64854 -3.08660
C -0.90433 -0.98763 -4.43614
C -2.07030 -1.57107 -4.90485
C -3.12450 -1.81187 -4.03073
C -3.02187 -1.46547 -2.69047
C -1.86095 -0.87652 -2.20967
C 2.23678 -0.91593 -3.13474
C 2.01423 -2.23069 -3.45745
C 3.06321 -3.03109 -4.00485
C 4.33039 -2.49692 -4.24724
C 4.54801 -1.17049 -3.96903
C 3.50209 -0.37107 -3.43277
H 2.89551 2.41031 -2.32218
H 3.02872 4.59406 -3.41480
H 1.16903 5.40002 -4.82765
H -0.83645 3.99633 -5.15991
H -0.98095 1.77961 -4.11237
H -0.08910 -0.79060 -5.12401
H -2.15992 -1.83353 -5.95016
H -4.03331 -2.26662 -4.40145
H -3.85088 -1.64944 -2.02032
H -1.77361 -0.59293 -1.16809
H 1.04208 -2.68609 -3.32533
H 2.85922 -4.07070 -4.22968
H 5.11513 -3.11776 -4.65703
H 5.50841 -0.70926 -4.15837
H 3.69881 0.68051 -3.28108
F 2.70041 1.03666 1.23213
P 3.84912 -0.02084 0.46668
F 2.47776 -1.12311 0.72410
F 4.59796 -1.15979 -0.30947
F 3.14689 0.43796 -0.90619
F 4.38014 -0.49221 1.84920
F 4.89943 1.11920 0.34165
*
```

---

ORCA calculation (wB97M-V/def2-TZVPD) on C34H35Cl2N6O4STeZr as an isolated structure.

Results
Energy above the lowest of the compared OMol25 structures with the same formula, charge and spin (kJ/mol): 37.9
HOMO-LUMO gap (hartree): 0.25064
Highest occupied orbital energy (eV): -10.14
Molecular weight (g/mol): 913.49

```
! RIJCOSX wB97M-V def2-TZVPD def2/J DEFGRID3
* xyz 1 1
Zr -0.29677 -0.90398 0.61436
O -2.61916 1.98650 2.85464
C -1.74059 1.25433 2.42871
N -1.85803 0.05055 1.83772
C -3.01073 -0.73769 2.08142
C -4.31198 -0.30314 2.28192
C -5.30251 -1.25355 2.51464
C -4.98907 -2.60174 2.55199
C -3.68219 -3.03983 2.35662
C -2.69335 -2.10043 2.11817
N -1.31770 -2.33480 1.87187
C -0.70772 -3.37010 2.50714
O -1.22166 -4.31463 3.07102
C 0.78703 -3.20606 2.56541
C 1.54463 -4.08669 3.31507
C 2.91171 -3.89823 3.38129
C 3.47817 -2.86260 2.65186
C 2.65193 -2.04619 1.90860
N 1.31635 -2.17699 1.89259
C -0.29361 1.65992 2.59706
C 0.01184 2.79192 3.32767
C 1.33926 3.07446 3.60158
C 2.30808 2.19882 3.13745
C 1.91421 1.10411 2.39008
N 0.63736 0.83057 2.09585
H -4.54365 0.75077 2.27900
H -6.32349 -0.93287 2.67351
H -5.76825 -3.32971 2.73477
H -3.44322 -4.09016 2.38991
H 1.03926 -4.89200 3.82801
H 3.53214 -4.55825 3.97293
H 4.54679 -2.70244 2.64296
H 3.07335 -1.28443 1.26861
H -0.80450 3.40214 3.68726
H 1.61220 3.94494 4.18301
H 3.35632 2.35161 3.35198
H 2.65775 0.41219 2.03306
C -0.43212 1.86059 -1.56903
C -0.47230 0.83732 -2.67409
N -0.07699 -0.47184 -2.13542
C -0.61912 -1.56210 -2.94842
C -1.99460 -2.05435 -2.45599
S -2.54479 -1.46404 -0.83160
C -3.28662 0.15142 -1.23287
C -2.63719 1.38120 -0.59010
N -1.16156 1.33906 -0.40622
H 0.59807 2.02002 -1.26153
H -0.83471 2.81901 -1.91198
H -1.48125 0.75582 -3.07853
H 0.17445 1.15323 -3.49794
H 0.93608 -0.52789 -2.12694
H -0.70520 -1.24691 -3.99251
H 0.07198 -2.39888 -2.94418
H -2.79773 -1.80476 -3.14837
H -1.98377 -3.13854 -2.35425
H -3.31407 0.21478 -2.31838
H -4.31787 0.09569 -0.88677
H -2.89305 2.25181 -1.20292
H -3.09028 1.53999 0.38411
H -0.97549 1.99251 0.34792
C 3.31492 1.41585 -2.78541
Te 3.29661 1.17688 -0.67006
C 2.87831 3.26741 -0.61382
C 2.36409 3.60447 -1.99708
C 1.67802 4.79152 -2.23473
C 1.18104 5.07738 -3.49672
C 1.37246 4.17602 -4.53784
C 2.06388 2.99587 -4.31070
C 2.56036 2.70088 -3.04436
H 2.84382 0.55614 -3.26071
H 4.34065 1.47059 -3.14719
H 3.77102 3.83868 -0.36437
H 2.12754 3.45881 0.15398
H 1.52923 5.49341 -1.42250
H 0.64566 6.00142 -3.66979
H 0.98799 4.39578 -5.52489
H 2.22308 2.29660 -5.12356
Cl 2.40900 -5.03030 -0.07183
C 1.85196 -4.05157 -1.44627
Cl 0.73772 -4.96204 -2.46730
C 1.21601 -2.79539 -0.86502
O 1.90101 -1.75851 -0.78567
O 0.03032 -2.85457 -0.44036
H 2.72328 -3.79478 -2.03754
*
```

---

ORCA calculation (wB97M-V/def2-TZVPD) on C34H35F4IN6O2S2Ti as an isolated structure in a non-equilibrium geometry.

Results
Energy above the lowest of the compared OMol25 structures with the same formula, charge and spin (kJ/mol): 170.5
HOMO-LUMO gap (hartree): 0.24775
Highest occupied orbital energy (eV): -13.92
Molecular weight (g/mol): 874.59

```
! RIJCOSX wB97M-V def2-TZVPD def2/J DEFGRID3
* xyz 2 1
Ti 0.10332 -0.70579 -0.50297
C 1.23465 -4.44684 1.65164
C 1.52620 -3.17940 2.39509
N 1.83512 -3.24001 3.68251
C 2.09723 -2.12307 4.37028
C 2.11754 -0.85286 3.81474
C 2.41915 0.35534 4.67507
O 3.16501 0.04407 5.82171
C 1.78506 -0.76402 2.45516
C 2.00856 0.42570 1.65138
N 1.54680 0.64299 0.46703
C 2.25486 1.67938 -0.25431
C 1.94039 3.01308 -0.07395
C 2.65226 3.98701 -0.76104
C 3.67048 3.62146 -1.62691
C 3.99895 2.28129 -1.79921
C 3.29263 1.31142 -1.10760
I 3.84171 -0.70131 -1.29910
C 1.45449 -1.93347 1.77080
O 1.07099 -1.81777 0.48816
H 1.63237 -5.28768 2.21391
H 1.67420 -4.43439 0.65388
H 0.15718 -4.59363 1.53761
H 2.32218 -2.24833 5.42153
H 1.47490 0.76825 5.03766
H 2.89179 1.15007 4.08612
H 4.06865 -0.18550 5.57738
H 2.72485 1.14881 2.03724
H 1.13823 3.28289 0.60009
H 2.40826 5.03061 -0.61526
H 4.22427 4.37786 -2.16608
H 4.80925 1.99797 -2.45658
C -1.09961 3.88085 -0.99874
C -2.13411 2.90735 -0.46788
N -1.65742 2.02683 0.61671
C -1.44883 2.83670 1.82631
C -1.04982 2.04367 3.05949
C -2.63214 0.96773 0.86091
C -2.87612 0.06814 -0.35788
N -1.64629 -0.16055 -1.13650
C -1.68512 0.26777 -2.47393
C -0.51788 0.78569 -2.99753
F 0.57075 0.70907 -2.14038
C -0.38143 1.33414 -4.24794
F 0.79979 1.81004 -4.62946
C -1.48113 1.35334 -5.08335
C -2.66167 0.80681 -4.61184
F -3.73096 0.78209 -5.39174
C -2.77639 0.25620 -3.34029
F -3.93350 -0.29949 -2.98252
H -1.51298 4.41105 -1.85716
H -0.80942 4.63635 -0.26829
H -0.20308 3.35304 -1.32979
H -3.02458 3.45265 -0.11964
H -2.46309 2.28772 -1.29890
H -0.67310 3.56788 1.60111
H -2.35986 3.41311 2.04761
H -0.61808 2.71424 3.80252
H -0.30146 1.28580 2.81734
H -1.89653 1.54482 3.53146
H -2.28036 0.37776 1.70061
H -3.61326 1.37801 1.15127
H -3.31334 -0.88056 -0.04631
H -3.61017 0.54749 -0.99620
H -1.42187 1.76661 -6.08078
C -1.79680 -1.87146 2.93258
C -1.91218 -2.61168 1.64000
N -1.33212 -2.29475 0.50698
C -1.52030 -3.27105 -0.45828
C -2.32607 -4.28749 -0.06128
S -2.80412 -4.06317 1.55409
C -0.79057 -3.24025 -1.73626
C -0.82826 -4.22881 -2.65839
S 0.16390 -3.84901 -3.98377
C 0.61151 -2.37459 -3.27377
N 0.05146 -2.18191 -2.09051
C 1.50041 -1.45954 -4.05096
H -2.70231 -1.30574 3.15347
H -0.94822 -1.18964 2.90532
H -1.63934 -2.57565 3.74940
H -2.62925 -5.16072 -0.61502
H -1.37415 -5.15658 -2.61734
H 0.92830 -1.00401 -4.86049
H 2.31249 -2.02832 -4.50287
H 1.93716 -0.68209 -3.43717
*
```

---

Listing E for the structures above in their given order: -6181.3998 -3579.7969 -4138.1767 Eh.